No. 1
83
Properties=species:S:1:pos:R:3:forces:R:3:lowdin_spin:R:1 method="wB97M-V/def2-TZVPD" spin_multiplicity=3 e_above_lowest_kj_mol=0.0 homo_lumo_gap_ev="4.3 / 6.2" s2=2.031 e_lumo_ev="4.59 / 4.59" charge=-2 energy_ha=-5289.06047 largest_force_ha_per_bohr=0.033
Ti -1.246382 -0.494479 -0.276151 0.25 1.21 1.12 0.91
O -1.015123 -2.393008 0.178408 -0.43 -1.35 -0.25 0.00
C -1.420357 -3.506178 -0.369635 0.27 0.57 0.11 0.01
C -1.544910 -4.694766 0.392175 0.04 0.05 0.09 0.00
C -1.990389 -5.868423 -0.170869 -0.01 0.01 -0.10 0.01
C -2.321490 -5.947748 -1.534890 0.09 0.19 0.15 0.00
C -2.179922 -4.810196 -2.301896 0.01 -0.03 0.09 0.00
C -1.741233 -3.597607 -1.752389 0.09 0.34 -0.04 0.01
C -1.567744 -2.459144 -2.634553 0.32 0.89 0.28 0.02
N -1.227835 -1.259088 -2.279907 -0.35 -1.19 -0.95 0.01
C -1.079498 -0.255248 -3.354306 -0.11 -0.24 0.05 0.01
C -0.670974 1.076134 -2.720293 -0.12 0.04 0.22 0.02
N -1.424748 1.227727 -1.485919 -0.04 -0.17 -0.17 0.23
C -2.556762 1.970969 -1.566836 -0.04 -0.07 -0.04 0.28
C -3.775451 1.742367 -0.879654 0.23 -0.05 -0.08 0.04
C -4.801116 2.718755 -0.925851 -0.06 0.03 0.01 0.11
C -6.056089 2.512840 -0.383487 0.03 -0.08 0.03 0.00
C -6.342398 1.297979 0.240630 0.02 0.09 -0.06 0.13
C -5.350503 0.318607 0.310337 -0.14 -0.10 0.16 0.01
C -4.075344 0.500418 -0.209058 0.35 -0.12 -0.18 0.07
O -3.186671 -0.478389 -0.102100 -0.43 0.17 0.03 0.06
H -1.283606 -4.631127 1.442473 -0.02 -0.05 -0.03 0.00
H -2.085152 -6.753514 0.450709 0.01 0.03 0.01 0.00
H -2.666316 -6.876605 -1.970185 0.00 0.00 0.00 0.00
H -2.407252 -4.840002 -3.362988 0.00 0.02 -0.01 0.00
H -1.744040 -2.672740 -3.695972 0.08 0.08 0.02 0.00
H -0.329741 -0.608818 -4.068409 -0.02 0.02 -0.04 0.00
H -2.051662 -0.142705 -3.853680 0.10 0.01 0.03 0.00
H 0.405824 1.046054 -2.523846 -0.03 0.02 0.04 0.00
H -0.861131 1.896777 -3.428252 0.01 -0.03 0.02 0.00
H -2.545826 2.830124 -2.246985 0.01 0.00 -0.04 0.02
H -4.577790 3.658467 -1.423006 0.00 0.02 -0.01 0.01
H -6.809042 3.290946 -0.445924 -0.01 0.02 0.00 0.00
H -7.320269 1.114317 0.670226 -0.02 -0.01 0.01 0.01
H -5.545427 -0.635801 0.788834 -0.01 0.01 0.00 0.00
S 2.346581 -2.101925 -2.453730 -0.04 0.17 -0.07 0.00
C 3.354187 -0.696738 -2.647423 0.20 -0.09 -0.01 0.00
C 4.282740 -0.613907 -3.711871 -0.02 0.11 0.01 0.00
C 5.120984 0.472894 -3.885301 -0.07 -0.11 0.04 0.00
C 5.081176 1.542014 -2.994511 0.02 -0.05 -0.04 0.00
C 4.186086 1.486122 -1.937165 -0.09 0.14 0.06 0.00
C 3.338418 0.398038 -1.747467 -0.05 0.05 -0.04 0.00
As 1.984012 0.346951 -0.331923 -0.18 -0.38 0.03 0.01
C 3.005810 -0.561160 1.079433 0.07 -0.12 -0.11 0.00
C 3.026235 -0.109495 2.394047 -0.15 0.16 0.09 0.00
C 3.676853 -0.830730 3.388278 0.02 -0.02 0.01 0.00
C 4.314238 -2.024193 3.080839 -0.04 0.03 -0.07 0.00
C 4.290986 -2.489675 1.770276 0.00 0.07 0.09 0.00
C 3.643705 -1.767748 0.778213 0.03 0.03 -0.03 0.00
C 2.102716 2.179329 0.355022 -0.15 -0.01 -0.05 0.00
C 3.232746 2.754901 0.925761 0.14 0.07 0.17 0.00
C 3.203085 4.059622 1.397588 -0.09 0.08 -0.01 0.00
C 2.033745 4.810548 1.294747 0.16 -0.05 0.02 0.00
C 0.904584 4.246024 0.725278 -0.04 -0.07 0.00 0.00
C 0.934006 2.933153 0.265785 0.11 0.08 0.01 0.00
H 4.317218 -1.446795 -4.402653 0.00 -0.02 -0.03 0.00
H 5.815079 0.485965 -4.719885 0.00 -0.01 -0.02 0.00
H 5.726660 2.402813 -3.123684 0.01 0.00 0.00 0.00
H 4.137112 2.328379 -1.254330 0.02 -0.10 -0.11 0.00
H 2.520577 0.816873 2.655798 0.08 -0.14 -0.04 0.00
H 3.672392 -0.459075 4.406875 0.00 0.00 0.00 0.00
H 4.815944 -2.591517 3.855550 0.01 -0.02 0.02 0.00
H 4.772347 -3.426903 1.517959 0.01 -0.02 -0.01 0.00
H 3.605383 -2.150568 -0.237621 0.00 0.03 0.05 0.00
H 4.147402 2.175831 1.017194 -0.07 0.02 0.01 0.00
H 4.091095 4.491402 1.845159 0.00 0.01 0.01 0.00
H 2.006806 5.829228 1.663863 0.01 0.01 0.01 0.00
H -0.014883 4.814318 0.652634 -0.01 0.01 0.00 0.00
H 0.041949 2.484350 -0.154218 -0.10 -0.05 -0.01 0.00
C -2.721938 0.540281 2.880928 -0.03 -0.03 0.00 0.00
C -1.201983 0.410331 2.750248 -0.16 -0.09 -0.07 0.00
C -0.740493 -0.878033 3.432342 -0.01 -0.12 -0.04 0.00
C -0.534079 1.617951 3.407041 0.13 0.06 -0.09 0.00
O -0.849978 0.363116 1.404671 0.23 -0.11 -0.46 0.00
H -3.019295 0.605843 3.932386 -0.03 0.01 0.03 0.00
H -3.212374 -0.317943 2.417342 0.03 0.02 0.03 0.00
H -3.069996 1.432275 2.355725 0.02 0.01 0.01 0.00
H -1.054993 -0.908170 4.479637 0.01 -0.01 0.05 0.00
H 0.346723 -0.966211 3.383780 0.03 0.02 -0.01 0.00
H -1.168457 -1.733279 2.902427 0.01 0.04 0.04 0.00
H -0.768230 1.671481 4.473548 0.00 0.00 0.05 0.00
H -0.877914 2.532978 2.922445 -0.01 0.04 -0.01 0.00
H 0.551404 1.564160 3.282216 -0.07 -0.01 0.02 0.00


No. 2
17
Properties=species:S:1:pos:R:3:forces:R:3:mulliken_charge:R:1 method="wB97M-V/def2-TZVPD" smiles="C=P[N@@+]1(C)CN1C[S-]" spin_multiplicity=1 e_above_lowest_kj_mol=250.6 homo_lumo_gap_ev="4.9 / 4.9" e_lumo_ev="-1.40 / -1.40" energy_ha=-1006.62265 largest_force_ha_per_bohr=0.113
C 1.388180 1.280047 1.920042 -2.41 -1.04 -0.29 -0.57
C -1.487476 -0.233282 -0.563087 -4.90 -3.10 -0.30 -0.25
C -0.021903 -1.277622 1.032845 1.07 -3.28 -1.51 -0.92
C 0.348642 0.391585 -2.130313 -1.68 -0.23 -1.31 -0.50
N -0.302907 -0.185223 0.187804 1.17 2.69 2.42 0.35
N -0.269016 -0.544529 -1.157466 0.47 0.12 -2.84 -0.26
P 0.325423 1.612606 0.665087 0.53 -0.84 0.47 0.26
S -0.813349 1.000453 -3.357490 0.24 -0.06 0.68 -0.48
H 1.584836 2.061453 2.615642 0.66 1.01 -0.06 0.32
H 1.424785 0.324018 2.446141 0.49 -0.02 -0.57 0.24
H -2.055378 -1.260291 -0.448738 0.77 2.12 0.31 0.18
H -2.281681 0.538640 -0.603298 1.57 0.38 -0.62 0.23
H -0.157110 -1.040662 2.031411 -0.40 0.41 1.99 0.37
H -0.725140 -2.154495 0.719449 1.60 1.46 0.66 0.30
H 1.058903 -1.503929 0.822653 -1.05 -0.33 0.50 0.34
H 0.857935 1.128151 -1.592477 0.73 1.86 1.25 0.12
H 1.125255 -0.136920 -2.588207 1.12 -1.15 -0.77 0.28


No. 3
14
Properties=species:S:1:pos:R:3:forces:R:3:mulliken_charge:R:1 method="wB97M-V/def2-TZVPD" spin_multiplicity=1 e_above_lowest_kj_mol=243.3 homo_lumo_gap_ev=9.8 e_lumo_ev=0.89 energy_ha=-684.71440 largest_force_ha_per_bohr=0.038
C 1.108019 1.605088 0.100133 0.24 0.32 -0.95 -1.12
C 0.722126 0.176690 0.257688 -1.38 -0.68 0.48 0.63
C -0.678633 -0.193361 0.679700 0.50 0.57 -0.42 -0.11
C -1.448947 -1.268535 0.032493 -0.27 0.15 0.11 -0.72
H 1.999214 1.594325 -0.526392 -0.10 0.42 -0.08 0.37
H 0.339737 2.276283 -0.335190 0.26 -0.78 0.17 0.31
H 1.404972 2.050295 1.037637 0.06 -0.03 0.53 0.30
H 3.124648 -1.281333 -0.646978 -0.35 0.61 0.38 0.34
H -0.806757 -0.023145 1.726072 -0.46 -0.04 0.63 0.42
H -2.160929 -1.761725 0.684671 0.26 -0.43 -0.22 0.29
H -1.018848 -1.815888 -0.808750 -0.10 0.14 0.43 0.30
N 1.485346 -0.837819 0.143038 -0.83 0.47 -0.73 -0.47
O 2.694535 -0.447718 -0.370466 1.80 -0.74 -0.34 -0.39
S -2.065696 0.405524 -0.349294 0.36 0.02 -0.01 -0.14


No. 4
89
Properties=species:S:1:pos:R:3:forces:R:3:mulliken_charge:R:1 method="wB97M-V/def2-TZVPD" smiles="C#CCCC[C@@H]1C(=O)NC[C@@]1(CCCI)NCCCC.CCOC(C)=O.CCOC(C)=O.CCOC(C)=O" spin_multiplicity=1 homo_lumo_gap_ev=8.8 e_lumo_ev=0.12 energy_ha=-2030.93502 largest_force_ha_per_bohr=0.199
C -2.707392 -0.685383 3.174441 6.06 6.89 -4.50 -0.52
C -1.986610 0.375422 2.553812 -4.35 -7.06 3.73 -0.15
C -1.079373 1.494306 1.728526 -0.75 -1.29 0.29 0.13
C -0.315636 0.704554 0.496478 1.15 0.02 0.60 -0.56
C 1.051058 1.510270 0.082495 0.21 -0.29 -0.16 -0.52
C 0.813572 2.992438 -0.576711 0.28 -1.09 1.28 0.35
C 0.333062 3.125446 -2.142595 -1.41 -2.59 -2.48 0.22
O -0.182942 2.245571 -3.004624 3.41 5.82 5.76 -0.54
N 0.695103 4.598421 -2.424211 0.88 -1.89 0.71 -0.49
C 2.126699 4.688449 -1.855700 0.11 2.40 0.06 -1.16
C 2.193642 3.913830 -0.374805 -0.60 1.15 -4.22 0.54
C 3.652153 3.171321 -0.478512 1.15 -0.58 1.22 -1.05
C 4.893640 4.166463 0.037136 -0.46 -1.46 0.56 0.27
C 6.377153 3.528797 -0.384053 -1.26 1.43 -0.41 -0.95
I 7.273857 2.660628 1.466317 -0.38 0.30 -1.24 0.00
N 2.004955 5.083992 0.567708 -0.35 -2.13 0.85 -0.14
C 1.708965 4.651522 1.987660 -0.73 1.04 1.61 -0.06
C 2.928149 4.934715 3.056275 0.58 -0.29 -0.87 -0.76
C 3.864086 6.233642 2.703277 0.16 0.62 0.27 -0.31
C 5.381908 6.155113 3.401105 -0.52 0.68 -0.76 -0.90
H -2.962974 -1.752296 3.620622 0.46 2.93 -1.30 0.18
H -0.281872 1.915262 2.505686 -1.83 -0.84 -1.77 0.11
H -1.750964 2.351510 1.267910 1.29 -1.78 1.32 0.29
H -0.970218 0.577229 -0.470473 1.12 0.21 2.13 0.04
H 0.039127 -0.350194 0.928004 -0.99 2.25 -1.13 0.36
H 1.759321 1.672673 1.027417 -1.71 -0.45 -1.88 0.29
H 1.680141 0.814308 -0.650839 -1.40 1.63 1.38 0.28
H -0.028709 3.582107 0.029708 1.65 -1.39 -1.26 0.09
H 0.202488 5.176377 -1.702899 -0.07 -0.88 -1.01 0.42
H 2.230336 5.850245 -1.674207 0.06 -2.25 -0.19 0.38
H 2.986811 4.478771 -2.622827 -1.98 -0.27 1.36 0.28
H 3.897571 2.791576 -1.582835 -0.92 0.99 2.34 0.46
H 3.751424 2.200494 0.203427 -0.39 2.04 -1.37 0.19
H 4.858595 4.085291 1.226496 -0.07 0.81 -2.76 -0.34
H 4.733198 5.257848 -0.353473 0.47 -2.11 0.80 0.28
H 7.046303 4.444942 -0.673172 -1.03 -2.18 0.39 0.39
H 6.277294 2.709355 -1.219032 0.46 1.68 1.78 0.42
H 1.192446 5.658999 0.246449 1.08 -0.91 0.20 0.46
H 1.393786 3.530366 2.110290 0.53 2.08 -0.44 -0.24
H 0.789595 5.314587 2.360014 1.86 -1.49 -0.76 0.42
H 3.629049 3.970143 3.023452 -1.49 2.02 0.44 0.20
H 2.430187 5.089993 4.108400 1.19 -0.57 -1.96 0.42
H 4.058433 6.413885 1.563062 -0.81 -0.73 2.16 0.10
H 3.278876 7.198842 3.089378 1.41 -1.98 -0.79 0.40
H 6.148759 6.686915 2.666770 -1.60 -1.05 1.64 0.24
H 5.744133 5.047134 3.510391 -0.78 2.15 0.07 0.19
H 5.350472 6.766248 4.398675 0.33 -1.53 -1.74 0.32
O -4.007573 -3.604134 2.093635 0.28 0.98 -1.71 -0.65
C -3.759840 -3.442264 0.901623 -0.36 -0.10 0.70 0.71
O -3.543311 -2.201975 0.409425 0.10 -0.25 0.82 -0.30
C -3.066062 -1.920898 -0.919648 -0.14 -0.09 -0.34 0.13
C -4.213998 -1.884229 -1.909684 -0.25 0.05 -0.07 -1.05
C -3.785567 -4.604749 -0.048356 0.55 -0.49 -0.10 -0.87
H -2.278338 -2.621195 -1.211426 -0.19 -0.02 0.02 0.38
H -2.598325 -0.931267 -0.877282 -0.15 -0.21 0.31 -0.14
H -4.722070 -2.849645 -1.972177 0.14 0.02 -0.06 0.29
H -3.854724 -1.616213 -2.907120 0.00 -0.08 0.23 0.25
H -4.965191 -1.151710 -1.596976 0.16 -0.02 0.05 0.37
H -4.816060 -4.796639 -0.352613 0.04 0.09 -0.01 0.26
H -3.391068 -5.484866 0.470263 -0.30 0.31 0.03 0.25
H -3.161379 -4.467218 -0.930543 -0.22 0.15 -0.07 0.30
O -2.267713 -2.955221 -4.063630 0.57 0.65 -2.04 -0.51
C -2.019980 -2.793352 -5.255642 -0.50 -0.20 1.39 0.77
O -1.803451 -1.553063 -5.747841 0.18 -0.03 0.58 -0.37
C -1.326203 -1.271985 -7.076913 -0.15 0.01 -0.19 -0.41
C -2.474138 -1.235317 -8.066949 -0.21 -0.09 0.00 -0.97
C -2.045707 -3.955837 -6.205622 0.62 -0.44 -0.12 -1.02
H -0.538479 -1.972282 -7.368691 -0.15 -0.05 0.07 0.36
H -0.858465 -0.282355 -7.034548 -0.13 -0.22 0.31 0.32
H -2.982210 -2.200732 -8.129442 0.12 0.03 -0.06 0.27
H -2.114864 -0.967301 -9.064385 -0.02 -0.02 0.11 0.37
H -3.225332 -0.502797 -7.754241 0.20 -0.03 -0.04 0.30
H -3.076200 -4.147726 -6.509879 0.08 0.02 0.02 0.25
H -1.651208 -4.835953 -5.687003 -0.32 0.19 0.02 0.32
H -1.421519 -3.818305 -7.087809 -0.21 0.10 -0.06 0.34
O -1.992929 -5.988162 2.047896 0.65 -0.54 2.17 -0.56
C -1.986327 -6.109338 3.270081 -0.48 0.10 -1.42 0.67
O -0.937570 -6.689825 3.895066 0.43 0.20 -0.43 -0.37
C -0.746069 -6.713093 5.321948 -0.17 -0.13 0.06 -0.40
C -1.491729 -7.875278 5.948515 -0.19 -0.13 -0.05 -0.93
C -3.180443 -5.702250 4.084242 -0.01 0.73 0.35 -0.66
H -1.009285 -5.750912 5.770261 -0.10 -0.10 -0.11 0.36
H 0.328528 -6.846444 5.487480 -0.17 0.06 -0.33 0.30
H -2.570090 -7.792025 5.792698 0.09 0.08 0.09 0.27
H -1.299332 -7.922199 7.023954 0.00 0.01 -0.10 0.35
H -1.178865 -8.820362 5.492887 0.07 0.17 0.09 0.29
H -3.915700 -6.508803 4.070700 0.05 0.03 0.00 0.24
H -3.618035 -4.805486 3.633101 0.05 -0.51 -0.10 0.20
H -2.942836 -5.438722 5.114230 0.01 -0.30 0.06 0.29


No. 5
13
Properties=species:S:1:pos:R:3:forces:R:3:mulliken_charge:R:1 method="wB97M-V/def2-TZVPD" smiles="[H]/N=C1/N/C(=N/S)CS1" spin_multiplicity=1 e_above_lowest_kj_mol=269.8 homo_lumo_gap_ev=9.0 e_lumo_ev=0.49 energy_ha=-1077.85430 largest_force_ha_per_bohr=0.110
C 0.071847 -0.624297 0.248415 0.87 -4.31 -0.08 0.44
C -1.122952 0.277835 -0.200249 -2.56 -2.71 1.94 -0.55
C 1.147715 1.347821 -0.258755 1.54 1.67 -0.67 0.45
H -1.773214 -3.764223 0.574131 0.03 3.73 0.47 0.19
H -1.716957 -0.339852 -0.919845 0.79 0.42 0.18 0.39
H -2.045615 0.385328 0.626086 2.91 0.38 -1.55 0.35
H 1.989488 3.285795 -0.502701 -0.90 -2.76 0.08 0.28
H 2.194060 -0.315824 0.286862 2.00 -1.30 0.70 0.18
N 0.051681 -1.973958 0.500513 -2.85 4.91 -0.08 -0.55
N 2.046944 2.229461 -0.315693 1.69 0.78 0.81 -0.67
N 1.301758 0.008270 0.135932 -3.62 2.58 -0.72 -0.09
S -1.761269 -2.163035 0.762199 1.53 -5.06 -0.44 -0.22
S -0.383486 1.646678 -0.936895 -1.43 1.68 -0.64 -0.21